*w*
# CH7N3

A 2-piece molecular cluster, CH7N3 overall (ωB97M-V/def2-TZVPD, the Open Molecules 2025 dataset).

Structure (XYZ):
```
11
Properties=species:S:1:pos:R:3:lowdin_charge:R:1
H 1.75029 1.02235 0.43138 0.068
H -3.31848 1.94832 0.13175 0.023
H 3.00478 -0.95832 0.18607 0.109
H 2.25611 -2.80292 -0.01857 0.052
N 1.47855 -2.24734 0.41170 0.035
H 0.33516 0.22094 0.50785 0.049
N -3.01759 1.63798 -0.81709 -0.012
N 1.30070 0.16331 0.62133 0.081
H -2.08962 1.21153 -0.85208 -0.008
H -3.64225 0.88075 -1.07729 -0.002
C 1.94235 -1.07659 0.47494 -0.395
```

The HOMO energy comes out at -9.495 eV.

*x*
# CH7N3

A 2-piece molecular cluster, CH7N3 overall (ωB97M-V/def2-TZVPD, the Open Molecules 2025 dataset).

Structure (XYZ):
```
11
Properties=species:S:1:pos:R:3:lowdin_charge:R:1
H 0.01381 0.04322 1.77828 0.032
H 1.60989 0.59487 -0.96626 0.079
N 0.65771 0.72667 -1.32523 -0.011
N -0.16667 -0.23447 -0.80952 -0.233
C 0.69073 -0.78645 1.34243 0.006
H 1.67105 -0.63053 1.08343 -0.069
N -1.39708 0.14826 -0.47459 -0.053
H -2.02902 -0.68896 -0.43894 0.112
H 0.72103 -1.75289 1.80726 -0.029
H 0.20556 1.66368 -1.21761 0.088
H -1.97702 0.91659 -0.77926 0.078
```

The HOMO energy (alpha / beta) comes out at -7.415 / -6.665 eV.

*w* is preferred energetically. Next in line: 472.5 kJ/mol higher.

*w*
# C4H6NO2P

One molecule with the formula C4H6NO2P (ωB97M-V/def2-TZVPD, the Open Molecules 2025 dataset).

Structure (XYZ):
```
14
Properties=species:S:1:pos:R:3:lowdin_charge:R:1
C 0.60586 -0.40242 -1.47081 -0.174
H 0.28468 -1.60389 2.31508 0.053
C 0.79120 1.01226 -1.24645 -0.101
O -2.18072 -0.38322 1.26041 -0.302
H -0.40164 -2.27561 -0.93195 0.072
C -0.05866 1.69590 -0.43596 -0.097
P -0.79866 -0.49653 0.77961 0.469
H 1.48687 1.50928 -2.03421 0.136
O -0.93984 0.99979 0.38250 -0.182
H 1.11679 -0.81793 -2.34189 0.109
H -0.29604 2.75812 -0.27204 0.133
C -0.09219 -1.26328 -0.72683 -0.118
N 0.39745 -0.65035 1.97562 -0.048
H 0.08490 -0.08214 2.74695 0.051
```

The HOMO energy comes out at -9.073 eV.

*x*
# C4H6NO2P

One molecule with the formula C4H6NO2P (ωB97M-V/def2-TZVPD, the Open Molecules 2025 dataset).

Structure (XYZ):
```
14
Properties=species:S:1:pos:R:3:lowdin_charge:R:1
H 1.36054 1.65563 -0.01226 0.113
H 0.48832 -0.35005 -1.22471 0.081
C -0.17050 0.36793 -0.79698 -0.300
H -1.28404 -1.11402 0.03505 0.099
O 2.13961 -2.11431 -0.64803 0.157
H -0.57031 1.13159 -1.60139 0.141
H 2.08536 -0.12592 1.75482 0.124
C 1.52571 -0.23284 0.81157 -0.097
N -1.40172 -0.18215 -0.35344 -0.275
O -3.78969 -0.39392 0.46778 -0.505
C 1.72116 -1.35182 0.14489 -0.208
H 0.06233 1.19242 1.14275 0.071
C 0.67010 0.92278 0.36461 -0.168
P -2.83688 0.59467 -0.08468 0.768
```

The HOMO energy comes out at -9.355 eV.

*w* is preferred energetically. Next in line: 48.9 kJ/mol higher.

*w*
# C4H8NO3

A 2-piece molecular cluster, C4H8NO3 overall (ωB97M-V/def2-TZVPD, the Open Molecules 2025 dataset).

Structure (XYZ):
```
16
Properties=species:S:1:pos:R:3:lowdin_charge:R:1
H -1.31896 -0.62749 1.29334 0.081
N -0.98861 -0.58432 2.27055 0.148
C 1.00281 0.72173 1.48376 0.013
H -0.19510 -0.92170 -3.81496 0.089
C -0.30851 -0.02208 -3.21485 0.057
O -1.15723 -0.56468 -1.00935 0.048
O 1.05360 -0.47641 -1.36231 0.241
H 0.51004 0.65354 -3.41065 0.071
H 0.72995 0.20372 0.52680 0.048
H -1.34267 -1.30877 2.88201 0.110
C -0.12820 -0.38374 -1.68348 -0.632
H 2.06223 0.51901 1.64117 0.096
H 0.81580 1.77611 1.47062 0.084
C 0.10803 0.17389 2.55425 -0.587
H -1.27651 0.53172 -3.35478 0.116
O 0.43332 0.30948 3.72788 0.017
```

As for the spin multiplicity: 2. The HOMO energy (alpha / beta) comes out at -9.348 / -9.298 eV. As for the expectation value of S²: 0.76.

*x*
# C4H8NO3

A 2-piece molecular cluster, C4H8NO3 overall (ωB97M-V/def2-TZVPD, the Open Molecules 2025 dataset).

Structure (XYZ):
```
16
Properties=species:S:1:pos:R:3:lowdin_charge:R:1
H -0.82505 -0.77568 -2.89685 0.105
N 1.31100 -0.51948 -0.46729 0.150
C -0.91848 0.87623 1.65017 -0.600
H -0.61955 -0.76913 3.03048 0.026
H 0.70186 0.12154 0.27852 0.094
H 0.45608 -0.74532 1.83804 0.082
O -1.49478 1.66291 2.31800 0.182
H -0.84648 0.52081 -1.52291 0.096
C -0.61433 -0.64075 2.06203 0.065
H -1.27771 -1.16860 1.46862 0.064
O -0.28810 1.25164 0.59651 0.132
C 0.90126 -0.64614 -1.81956 -0.533
C -0.54154 -0.52908 -1.83750 -0.041
H 2.18947 -0.63840 -0.23330 0.029
O 1.67252 -1.17050 -2.65711 0.038
H -1.03425 -1.22273 -1.08161 0.109
```

As for the spin multiplicity: 2. The HOMO energy (alpha / beta) comes out at -10.310 / -10.183 eV. As for the expectation value of S²: 0.76.

*w* is preferred energetically. Next in line: 165.3 kJ/mol higher.

*w*
# C3H6OS2

One molecule with the formula C3H6OS2 (ωB97M-V/def2-TZVPD, the Open Molecules 2025 dataset).

Structure (XYZ):
```
12
Properties=species:S:1:pos:R:3:lowdin_charge:R:1
H -0.90390 -1.74968 -0.79075 0.062
H -0.56551 -1.62794 0.79563 0.070
S 3.08491 0.60179 0.05611 0.732
C -1.16412 -1.24329 0.05557 -0.090
H -1.50872 2.38024 0.70830 -0.127
S -2.05531 1.42670 -0.11986 0.743
C 1.48028 -0.04303 -0.45681 -0.522
H -2.09259 -1.45384 0.42994 0.063
H 1.28364 -1.01950 -0.64542 0.030
H 2.75787 1.89950 0.17980 -0.136
O 0.42873 0.68483 -0.17659 -0.150
C -0.74528 0.14422 -0.03591 -0.675
```

The HOMO energy (alpha / beta) comes out at -7.050 / -6.844 eV.

*x*
# C3H6OS2

One molecule with the formula C3H6OS2 (ωB97M-V/def2-TZVPD, the Open Molecules 2025 dataset).

Structure (XYZ):
```
12
Properties=species:S:1:pos:R:3:lowdin_charge:R:1
S 1.85753 -1.10565 -2.43147 0.290
S 1.93496 0.88995 -1.69184 0.496
H 0.81586 0.60516 1.23863 0.064
H -1.14117 0.91610 -0.00261 0.144
H 1.39609 -0.61211 0.18133 -0.005
O 2.00504 1.83818 -2.79589 -0.573
H 0.25563 -1.07322 1.52405 0.126
H -1.17294 -0.92572 -0.59872 0.196
H -0.36760 0.75274 -2.40613 0.070
C 0.13376 0.56981 -1.48774 -0.290
C -0.46596 0.06776 -0.29362 -0.357
C 0.53757 -0.27339 0.72936 -0.161
```

The HOMO energy (alpha / beta) comes out at -8.945 / -8.947 eV.

*x* is preferred energetically. Next in line: 91.4 kJ/mol higher.

*w*
# C3H6OS2

One molecule with the formula C3H6OS2 (ωB97M-V/def2-TZVPD, the Open Molecules 2025 dataset).

Structure (XYZ):
```
12
Properties=species:S:1:pos:R:3:lowdin_charge:R:1
S -2.57558 -0.34237 -0.55546 0.693
H -2.27378 1.00344 -0.35739 -0.109
H -1.40052 -2.08896 0.57932 0.065
H -1.40180 -0.61921 1.57783 0.074
C -1.27759 -0.99574 0.57652 -0.545
H 1.80775 0.87497 -1.38238 0.084
H 2.35107 0.68272 0.34531 0.101
S 1.16812 -1.81753 -0.42873 0.744
C 1.58027 1.14384 -0.35029 -0.091
O 0.32899 0.62962 0.10724 -0.175
C 0.11038 -0.68306 0.06714 -0.929
H 1.58270 2.21229 -0.17911 0.087
```

The HOMO energy comes out at -8.850 eV.

*x*
# C3H6OS2

A 2-piece molecular cluster, C3H6OS2 overall (ωB97M-V/def2-TZVPD, the Open Molecules 2025 dataset).

Structure (XYZ):
```
12
Properties=species:S:1:pos:R:3:lowdin_charge:R:1
H -0.30986 0.57022 -1.55959 0.151
H -1.40358 -1.50894 -0.67196 0.120
S -0.77562 1.95046 0.47429 0.372
C -1.02293 -0.86217 0.14210 -0.179
H -1.61494 -0.90619 0.98263 0.046
H 1.14163 -1.11937 -0.38411 0.084
O -1.64996 2.69715 -0.39566 -0.507
S -1.30278 1.51309 2.32195 0.273
H 0.82139 -0.51758 1.29600 0.118
C -0.41386 0.35029 -0.44607 -0.423
H 1.08660 3.91922 0.16351 0.103
C 0.45928 -0.62853 0.24178 -0.158
```

The HOMO energy (alpha / beta) comes out at -9.699 / -8.967 eV.

*w* is preferred energetically. Next in line: 476.5 kJ/mol higher.

*w*
# C5H6N4

One molecule with the formula C5H6N4 (ωB97M-V/def2-TZVPD, the Open Molecules 2025 dataset).

Structure (XYZ):
```
15
Properties=species:S:1:pos:R:3:lowdin_charge:R:1
H -1.60316 -1.58982 -0.86107 0.118
C -0.93389 -0.90538 -0.38398 -0.154
N 2.51461 0.21309 0.32112 0.004
H 2.21696 -1.92057 0.08776 0.108
C 0.55110 -0.53641 -0.71868 -0.130
N 1.66663 1.37479 0.19891 0.065
H 0.80056 -0.46884 -1.78103 0.150
H -0.94960 2.39653 0.26108 0.190
C 0.53890 0.95267 -0.35850 -0.378
N -0.65740 1.59479 -0.40193 0.036
N -1.59918 0.49698 -0.35363 -0.062
C 1.94082 -0.86368 -0.04201 -0.120
H -0.62550 0.08813 1.54799 0.089
C -1.40083 -0.38686 0.95899 -0.061
H -2.46002 -0.44540 1.52500 0.146
```

The HOMO energy comes out at -8.768 eV.

*x*
# C5H6N4

One molecule with the formula C5H6N4 (ωB97M-V/def2-TZVPD, the Open Molecules 2025 dataset).

Structure (XYZ):
```
15
Properties=species:S:1:pos:R:3:lowdin_charge:R:1
C -0.72828 -0.52734 -0.17900 -0.449
H 1.32297 0.50666 -2.35726 0.075
H 2.40337 1.74055 -0.69143 0.092
C 0.48624 0.21122 1.51709 -0.042
C 0.96599 0.50190 -1.40344 -0.119
N -2.18472 1.60475 -0.07510 0.179
N 0.15392 -0.53612 -1.16174 0.097
H -0.66501 -2.45645 -0.02194 0.037
H -0.46194 0.92510 1.56731 0.119
H 0.53102 -0.56565 2.38429 0.121
N -1.32082 -1.79454 0.22282 0.092
N 1.55769 0.64564 0.90070 0.017
C -1.51148 0.67298 -0.06810 -0.230
H -2.26325 -1.96961 -0.28712 0.137
C 1.71428 1.04093 -0.34708 -0.127
```

The HOMO energy comes out at -8.264 eV.

*y*
# C5H6N4

One molecule with the formula C5H6N4 (ωB97M-V/def2-TZVPD, the Open Molecules 2025 dataset).

Structure (XYZ):
```
15
Properties=species:S:1:pos:R:3:lowdin_charge:R:1
H -1.26019 2.46325 1.36468 0.076
N -0.82797 0.96592 -1.36711 0.037
N 0.07292 0.13075 -1.92668 0.066
H 2.53409 -1.28679 -0.43814 0.082
N 0.42499 -0.53365 1.50378 0.035
N 0.67818 -0.99031 2.61121 0.265
H -2.16704 0.93065 1.64645 0.084
H -2.58997 2.07275 0.27400 0.085
C 0.15438 -0.05371 0.31971 -0.206
H 1.23226 -2.47378 -0.71403 0.078
C -0.82217 0.91250 -0.05118 -0.299
C 0.67710 -0.48295 -0.93040 -0.324
C -1.77176 1.62877 0.87379 -0.032
C 1.68145 -1.55345 -1.06239 -0.035
H 1.98372 -1.72996 -2.10370 0.090
```

The HOMO energy comes out at -9.258 eV.

*y* is preferred energetically. Next in line: 96.1 kJ/mol higher.